Formula: C34H42Cl5N5OPbSbSeSi3
Source: the Open Molecules 2025 dataset
Level of theory: ωB97M-V/def2-TZVPD

XYZ file:
```
93
Properties=species:S:1:pos:R:3
Pb -0.48 -2.46 -0.14
Cl 0.21 -3.05 2.89
C -1.55 -2.99 2.82
C -2.14 -2.52 1.66
C -3.52 -2.56 1.64
Cl -4.34 -2.09 0.18
C -4.29 -2.98 2.73
Cl -6.01 -2.95 2.67
C -3.64 -3.41 3.89
Cl -4.56 -3.93 5.24
C -2.25 -3.44 3.93
Cl -1.44 -3.99 5.34
N 2.50 -4.05 -0.95
C 3.39 -3.52 -1.88
C 4.63 -4.06 -2.10
C 5.53 -3.50 -3.03
C 5.18 -2.42 -3.78
C 3.91 -1.82 -3.57
C 3.48 -0.69 -4.30
C 2.27 -0.12 -4.02
C 1.49 -0.68 -2.99
N 1.83 -1.75 -2.32
C 3.03 -2.34 -2.60
H 2.81 -4.93 -0.57
H 1.55 -4.14 -1.29
H 4.92 -4.95 -1.55
H 6.49 -3.97 -3.17
H 5.84 -2.01 -4.52
H 4.12 -0.29 -5.08
H 1.91 0.74 -4.56
H 0.54 -0.23 -2.72
O -1.02 0.61 -0.25
C -2.34 0.86 -0.45
C -3.06 1.70 0.39
C -4.40 1.99 0.15
C -5.03 1.47 -0.96
C -4.31 0.63 -1.80
C -2.97 0.31 -1.55
C -2.32 -0.61 -2.48
N -1.50 -1.60 -2.23
C -1.21 -2.21 -3.43
C -1.86 -1.55 -4.43
N -2.55 -0.54 -3.82
H -2.58 2.15 1.24
H -4.93 2.64 0.83
H -6.07 1.68 -1.17
H -4.81 0.16 -2.63
H -0.58 -3.07 -3.50
H -1.90 -1.73 -5.49
H -3.13 0.15 -4.27
C -0.22 3.23 4.15
Si -0.72 1.50 3.63
C -2.55 1.20 3.78
C 0.29 0.22 4.53
Sb 0.09 1.64 1.07
Si 2.64 0.97 0.96
C 3.12 2.31 2.18
C 3.51 1.15 -0.67
C 2.94 -0.75 1.62
Si -0.12 4.04 -0.08
C 0.08 5.35 1.24
C -1.72 4.25 -1.01
C 1.29 4.10 -1.31
H -0.41 3.34 5.22
H -0.79 4.00 3.63
H 0.84 3.42 3.99
H -2.76 1.01 4.84
H -2.88 0.32 3.22
H -3.14 2.06 3.48
H 0.30 0.51 5.58
H 1.33 0.17 4.19
H -0.14 -0.77 4.46
H 2.70 3.29 1.94
H 4.20 2.43 2.18
H 2.82 2.05 3.20
H 3.32 2.08 -1.21
H 3.30 0.31 -1.33
H 4.58 1.13 -0.43
H 2.55 -0.90 2.63
H 4.02 -0.90 1.65
H 2.51 -1.52 0.97
H -0.78 5.39 1.91
H 0.14 6.32 0.74
H 0.98 5.22 1.84
H -2.59 4.34 -0.37
H -1.91 3.45 -1.73
H -1.61 5.19 -1.57
H 2.26 4.22 -0.83
H 1.13 4.96 -1.97
H 1.31 3.21 -1.94
Se -1.31 -5.12 -0.54
C -1.62 -5.15 -2.34
N -1.83 -5.19 -3.48
```

Summary:
orbital gap	6.7	eV
total charge	+1
HOMO energy	-9.919	eV
E_tot	-208812.6506	eV